No. 1
13
Properties=species:S:1:pos:R:3 method="wB97M-V/def2-TZVPD" total_charge=+1 e_homo_ev=-13.731 smiles=Cn1cc(Br)[nH+]c1Br relative_energy_kj_mol=55.18 max_force_ev_per_a=3.49 energy_ev=-147286.309
C 1.089 0.417 -0.113
N -0.167 -0.271 -0.048
C -1.421 0.228 -0.051
C -2.353 -0.779 0.091
Br -4.253 -0.734 -0.062
N -1.575 -1.896 0.188
C -0.293 -1.592 0.139
Br 1.227 -2.982 -0.050
H 1.830 -0.054 -0.871
H 1.006 1.514 0.074
H 1.641 0.224 0.801
H -1.525 1.247 -0.126
H -1.932 -2.848 0.451

***

No. 2
75
Properties=species:S:1:pos:R:3 method="wB97M-V/def2-TZVPD" total_charge=+3 e_homo_ev="-16.638 / -16.740" spin_multiplicity=2 relative_energy_kj_mol=0.00 s2=0.788 max_force_ev_per_a=2.64 energy_ev=-78201.896
Re -0.483 1.234 -0.911
C 4.195 1.631 2.001
N 3.210 1.925 0.945
C 1.874 1.853 1.006
N 1.383 1.995 -0.223
C 2.502 2.210 -1.007
N 3.590 2.162 -0.307
C 4.019 0.256 2.588
C 4.198 0.047 3.951
C 3.825 -1.133 4.574
C 3.213 -2.130 3.838
C 3.089 -1.939 2.438
C 3.537 -0.757 1.816
C 2.189 -2.704 1.650
N 2.036 -2.578 0.324
N 0.897 -3.126 0.012
C 0.360 -3.606 1.170
O 1.197 -3.412 2.187
C -0.972 -4.049 1.303
C -1.511 -4.658 2.450
C -2.872 -4.865 2.503
C -3.712 -4.309 1.514
C -3.190 -3.643 0.400
C -4.096 -2.968 -0.592
N -3.463 -1.721 -1.131
C -2.786 -0.806 -0.459
N -2.205 0.047 -1.318
C -2.621 -0.408 -2.541
N -3.385 -1.466 -2.446
C -1.834 -3.635 0.248
H 4.141 2.413 2.746
H 5.125 1.764 1.445
H 1.336 1.669 1.910
H 2.500 2.470 -2.076
H 4.584 0.864 4.558
H 3.954 -1.279 5.627
H 2.788 -3.012 4.288
H 3.351 -0.663 0.747
H -0.888 -4.959 3.297
H -3.338 -5.386 3.326
H -4.781 -4.380 1.695
H -5.043 -2.689 -0.139
H -4.284 -3.593 -1.473
H -2.671 -0.754 0.595
H -2.466 0.045 -3.489
H -1.374 -3.146 -0.605
N -0.753 3.997 0.235
N -1.618 3.090 -0.581
H -1.372 4.671 0.612
H -0.185 4.468 -0.469
H -1.927 3.596 -1.395
H -2.472 2.939 -0.054
O 0.751 0.372 -3.342
C 1.018 -0.564 -2.475
O 0.611 -0.499 -1.307
H 1.592 -1.375 -2.910
F -0.869 0.807 1.011
P -0.829 -0.144 3.126
F -0.092 1.219 3.382
F -0.692 -0.776 4.501
F 0.515 -0.645 2.432
F -1.516 -1.313 2.310
F -2.221 0.576 3.187
C -0.035 1.418 -2.841
C -0.221 2.358 -3.878
C -1.337 3.180 -3.761
C -1.496 4.295 -4.544
C -0.565 4.544 -5.547
C 0.456 3.628 -5.787
C 0.637 2.513 -4.975
H -2.078 2.928 -3.015
H -2.341 4.916 -4.382
H -0.671 5.396 -6.185
H 1.116 3.746 -6.635
H 1.475 1.846 -5.148

***

No. 3
9
Properties=species:S:1:pos:R:3 method="wB97M-V/def2-TZVPD" e_homo_ev="-9.016 / -9.020" relative_energy_kj_mol=365.27 max_force_ev_per_a=3.43 energy_ev=-77292.478
C 0.364 1.231 0.512
C 0.240 -1.479 -0.155
C 0.017 -0.135 0.311
O 1.406 1.719 0.122
O -0.866 -1.019 0.668
Br -1.708 1.761 -1.743
H -0.381 1.791 1.097
H -0.020 -1.750 -1.169
H 0.949 -2.118 0.358